8
Properties=species:S:1:pos:R:3:mulliken_charge:R:1 method="wB97M-V/def2-TZVPD" lumo_ha=0.1577 charge=-1 total_energy_ev=-4200.7867 e_above_lowest_kj_mol=97.3 homo_energy_ev=-2.18
O -2.095 0.524 0.925 -1.1330
H -1.607 0.920 1.686 0.1418
C 1.693 -0.700 -0.460 -0.4279
C 0.617 0.033 -0.702 -0.5209
H 1.791 -1.349 0.401 0.2375
H 2.614 -0.676 -1.044 0.2156
H -0.351 -0.142 -0.198 0.2320
H 0.349 0.715 -1.504 0.2549